# 1
Below is C4H5NO in the gas phase at a distorted geometry, with properties calculated with ωB97M-V with the def2-TZVPD basis set.

Cartesian coordinates (Å):
O (0.981, 0.585, 1.031)
N (1.626, -1.879, -1.343)
C (-0.218, 0.730, 0.287)
C (1.074, 0.486, -0.378)
C (1.386, -0.835, -0.909)
C (-1.264, -0.337, 0.452)
H (-2.021, -0.250, -0.334)
H (-0.818, -1.334, 0.403)
H (1.596, 1.302, -0.877)
H (-1.759, -0.225, 1.421)
H (-0.583, 1.758, 0.247)

**HOMO-LUMO gap**: 12.0 eV
**SMILES**: C[C@H]1O[C@H]1C#N
**LUMO energy**: 0.877 eV
**E_tot**: -285.35792 hartree

=====

# 2
Below is 7 unconnected molecules or ions with the total composition C14H42O7 at a distorted geometry, with properties calculated with ωB97M-V with the def2-TZVPD basis set.

Cartesian coordinates (Å):
O (-0.465, -0.420, 0.851)
O (-4.959, -3.793, -2.502)
O (1.505, -1.381, -4.691)
O (-1.537, 0.137, 7.067)
O (2.789, -2.874, 5.251)
O (1.956, -1.534, -1.617)
O (-1.908, 4.692, -0.444)
C (1.471, 0.987, -4.358)
C (-1.543, 1.292, 4.787)
C (2.624, -2.511, 3.871)
C (1.300, -1.676, 3.897)
C (-0.571, 4.875, -0.918)
C (-4.784, -2.377, -2.742)
C (-3.380, -1.880, -2.415)
C (-2.071, 0.250, 5.769)
C (0.632, -0.285, -4.488)
C (-0.605, 0.861, -0.990)
C (3.276, -1.868, -1.418)
C (0.452, 4.620, 0.190)
C (-0.699, 0.901, 0.534)
C (4.200, -0.886, -2.106)
H (-5.529, -1.822, -2.171)
H (-4.291, -4.132, -1.902)
H (-0.454, 1.353, 4.784)
H (3.381, -2.918, -1.693)
H (4.044, -0.942, -3.184)
H (-0.513, 4.034, -1.609)
H (1.375, 4.407, -0.349)
H (-2.014, 2.260, 4.958)
H (5.237, -1.218, -2.060)
H (2.238, 0.966, -5.131)
H (1.023, -1.269, 2.925)
H (-3.133, -1.784, -1.358)
H (2.089, 1.062, -3.463)
H (2.617, -3.388, 3.224)
H (0.278, -0.853, 0.424)
H (-0.535, 5.847, -1.411)
H (-2.193, -0.669, 5.196)
H (0.716, 1.768, -4.453)
H (0.593, 5.584, 0.681)
H (-4.876, -2.026, -3.769)
H (-2.587, -2.404, -2.949)
H (1.159, -2.125, -5.189)
H (0.411, 0.628, -1.308)
H (-1.658, 1.223, 0.940)
H (3.574, -3.424, 5.297)
H (0.190, 3.787, 0.842)
H (3.429, -1.775, -0.343)
H (-1.209, 0.047, -1.389)
H (-3.133, 0.427, 5.937)
H (0.128, 1.484, 0.938)
H (-0.902, -0.582, 7.029)
H (0.035, -0.415, -3.586)
H (3.479, -1.974, 3.460)
H (-3.255, -0.884, -2.840)
H (-2.417, 4.490, -1.233)
H (1.320, -0.760, 4.489)
H (3.960, 0.128, -1.789)
H (1.842, -1.606, -2.567)
H (0.017, -0.202, -5.384)
H (-0.787, 1.860, -1.385)
H (0.427, -2.296, 4.100)
H (-1.759, 0.986, 3.763)

**HOMO-LUMO gap**: 10.3 eV
**SMILES**: CCO.CCO.CCO.CCO.CCO.CCO.CCO
**LUMO energy**: 0.356 eV
**E_tot**: -1085.12910 hartree

=====

# 3
Below is 5 unconnected molecules or ions with the total composition C24H59N5O2 at a distorted geometry, with properties calculated with ωB97M-V with the def2-TZVPD basis set.

Cartesian coordinates (Å):
O (-5.050, 4.072, 1.491)
O (0.917, -3.328, 6.121)
N (0.442, -0.393, 1.635)
N (0.991, -5.018, 4.852)
N (-3.163, 3.912, 0.159)
N (-5.089, -1.523, -2.087)
N (6.128, 2.046, -1.576)
C (0.653, -1.454, 0.626)
C (0.704, -5.867, 3.769)
C (-0.984, -0.205, 1.853)
C (-6.327, -1.085, -1.481)
C (0.550, -1.117, -0.882)
C (4.714, 1.228, -3.391)
C (6.404, 4.550, -1.593)
C (1.186, 0.809, 1.346)
C (6.605, 0.656, 0.550)
C (-6.018, -3.705, -3.116)
C (2.728, 0.633, 1.234)
C (0.892, -3.708, 4.988)
C (-6.992, -0.001, -2.291)
C (-3.952, -0.845, -1.416)
C (-5.069, -2.981, -2.015)
C (-1.242, 0.677, 3.138)
C (0.695, -2.812, 3.829)
C (-2.698, -0.916, -2.345)
C (7.038, 3.161, -1.228)
C (-2.391, 5.022, 0.818)
C (-4.358, 3.522, 0.627)
C (6.105, 1.812, -2.975)
C (-4.685, 2.222, -0.042)
C (6.624, 0.743, -1.003)
H (-7.227, -0.472, -3.245)
H (4.013, 2.060, -3.331)
H (-5.269, 1.761, 0.754)
H (3.138, 1.605, 0.959)
H (0.951, -6.787, 4.299)
H (5.516, 4.707, -0.981)
H (3.013, -0.096, 0.475)
H (-5.754, -3.246, -4.069)
H (6.142, -0.105, -1.490)
H (-3.108, 5.686, 1.301)
H (-7.080, -1.824, -1.206)
H (-2.326, 0.652, 3.249)
H (0.984, 1.561, 2.109)
H (-0.292, -2.380, 3.994)
H (-2.031, -1.774, -2.260)
H (4.777, 0.903, -4.430)
H (1.514, -2.097, 3.906)
H (-3.748, 1.667, -0.100)
H (7.067, 5.373, -1.324)
H (-7.057, -3.561, -2.819)
H (-5.389, 2.136, -0.870)
H (-4.217, 0.208, -1.316)
H (-4.055, -3.148, -2.377)
H (6.198, 2.769, -3.490)
H (0.454, -2.009, -1.501)
H (6.800, -0.307, 1.023)
H (-6.517, 0.980, -2.270)
H (-1.987, -0.100, -2.214)
H (7.350, 1.330, 0.974)
H (7.969, 3.139, -1.795)
H (-1.771, 5.647, 0.176)
H (-0.867, 1.695, 3.041)
H (7.669, 0.563, -1.254)
H (6.941, 1.186, -3.286)
H (1.314, -0.418, -1.222)
H (-3.600, -1.101, -0.417)
H (-1.478, 0.268, 1.005)
H (0.757, 1.340, 0.497)
H (1.631, -1.934, 0.674)
H (-0.391, -0.593, -1.046)
H (-5.802, -4.773, -3.150)
H (-2.667, 3.452, -0.591)
H (4.328, 0.403, -2.792)
H (3.206, 0.403, 2.186)
H (-0.324, -5.896, 3.406)
H (-1.600, -1.092, 2.001)
H (-0.847, 0.223, 4.047)
H (5.627, 1.035, 0.845)
H (0.636, -3.310, 2.861)
H (1.105, -5.482, 5.742)
H (6.175, 4.616, -2.656)
H (7.226, 3.076, -0.158)
H (-1.667, 4.649, 1.544)
H (1.313, -5.641, 2.894)
H (-7.984, 0.294, -1.948)
H (-5.067, -3.302, -0.973)
H (-2.896, -0.958, -3.416)
H (-6.205, -0.769, -0.445)
H (0.049, -2.323, 0.886)

**HOMO-LUMO gap**: 9.0 eV
**SMILES**: CCN(CC)CC.CCN(CC)CC.CCN(CC)CC.CNC(C)=O.CNC(C)=O
**LUMO energy**: 0.440 eV
**E_tot**: -1373.95509 hartree

=====

# 4
Below is C6H10O in the gas phase at a distorted geometry, with properties calculated with ωB97M-V with the def2-TZVPD basis set.

Cartesian coordinates (Å):
O (0.012, 1.501, 0.190)
C (-0.010, -0.867, 0.855)
C (-0.851, 0.417, 0.549)
C (1.581, -0.018, -0.827)
C (-1.811, 0.106, -0.580)
C (0.947, -1.124, -0.426)
C (1.363, 1.063, 0.178)
H (-1.259, -0.366, -1.398)
H (-0.650, -1.733, 0.949)
H (-1.425, 0.779, 1.421)
H (2.017, 1.930, 0.113)
H (0.934, -2.005, -1.097)
H (1.492, 0.488, 1.100)
H (0.376, -0.735, 1.898)
H (-2.285, 1.012, -0.957)
H (2.149, 0.142, -1.744)
H (-2.580, -0.590, -0.224)

**HOMO-LUMO gap**: 10.5 eV
**SMILES**: C[C@H]1CC=CCO1
**LUMO energy**: 1.129 eV
**E_tot**: -309.78685 hartree